No. 1
52
Properties=species:S:1:pos:R:3:lowdin_charge:R:1 method="wB97M-V/def2-TZVPD" spin_multiplicity=1 molar_mass_g_mol=286.4 smiles=COC[C@H](C)N.COC[C@H](C)N.O.O.O.O.O.O largest_force_ha_per_bohr=0.0528 de_lowest_kcal_mol=73.06
C 16.853 9.611 26.697 -0.07
O 17.863 9.242 27.714 -0.19
C 17.986 7.827 27.858 -0.19
C 16.835 7.381 28.795 -0.47
C 16.736 8.095 30.136 -0.06
N 17.080 6.003 29.057 0.01
H 16.842 10.680 26.487 0.09
H 15.894 9.112 26.838 0.08
H 17.015 9.249 25.681 0.07
H 17.964 7.279 26.916 0.12
H 18.874 7.596 28.445 0.12
H 15.908 7.439 28.224 0.13
H 17.523 8.000 30.884 0.08
H 15.849 7.904 30.740 0.08
H 16.768 9.154 29.879 0.07
H 17.890 6.020 29.660 0.07
H 16.389 5.787 29.763 0.07
C 25.572 12.321 15.765 -0.11
O 24.586 11.813 16.673 -0.23
C 23.211 12.214 16.375 -0.15
C 22.273 11.518 17.373 -0.42
C 22.402 9.991 17.307 -0.08
N 20.912 11.777 17.012 0.01
H 25.385 13.331 15.401 0.08
H 25.658 11.516 15.035 0.08
H 26.578 12.358 16.183 0.08
H 23.245 13.270 16.641 0.12
H 23.040 12.027 15.315 0.13
H 22.329 11.855 18.408 0.14
H 23.411 9.584 17.375 0.07
H 22.034 9.482 16.416 0.08
H 21.874 9.502 18.125 0.07
H 20.663 11.220 16.207 0.06
H 20.257 11.368 17.662 0.07
O 14.420 13.462 20.842 -0.05
H 14.809 12.598 20.705 0.03
H 13.480 13.323 20.730 0.02
O 11.617 10.376 22.923 -0.05
H 11.151 10.972 22.337 0.03
H 12.306 9.994 22.379 0.02
O 15.427 17.353 19.626 -0.05
H 15.996 17.170 18.878 0.03
H 15.254 16.495 20.012 0.02
O 10.877 18.178 19.695 -0.05
H 10.879 18.640 18.857 0.03
H 11.797 17.973 19.858 0.03
O 9.970 13.751 19.870 -0.06
H 9.398 13.696 19.104 0.03
H 9.959 14.677 20.112 0.03
O 16.198 9.353 19.882 -0.05
H 15.733 8.706 19.351 0.03
H 16.762 8.833 20.455 0.03

***

No. 2
61
Properties=species:S:1:pos:R:3:lowdin_charge:R:1 method="wB97M-V/def2-TZVPD" spin_multiplicity=1 molar_mass_g_mol=437.3 charge=-1 largest_force_ha_per_bohr=0.0305 de_lowest_kcal_mol=0.00
P -26.781 -1.406 -43.320 0.22
F -25.360 -0.625 -43.243 -0.14
F -26.279 -1.959 -44.767 -0.16
F -26.232 -2.663 -42.501 -0.13
F -28.168 -2.234 -43.520 -0.15
F -27.238 -0.768 -41.888 -0.16
F -27.445 -0.086 -44.007 -0.15
C -27.376 1.245 -47.985 -0.09
C -27.294 -0.265 -47.855 -0.31
O -26.069 -0.602 -47.156 -0.10
H -27.982 1.508 -48.863 0.07
H -26.395 1.671 -48.181 0.07
H -27.809 1.683 -47.088 0.07
H -27.221 -0.759 -48.832 0.10
H -28.151 -0.706 -47.337 0.10
H -26.422 -0.882 -46.294 0.03
C -21.442 -3.448 -46.052 -0.08
C -22.814 -3.529 -45.417 -0.32
O -22.788 -2.885 -44.146 -0.09
H -21.199 -2.406 -46.262 0.07
H -21.365 -4.054 -46.953 0.07
H -20.708 -3.829 -45.341 0.08
H -23.134 -4.575 -45.311 0.11
H -23.636 -3.110 -46.010 0.11
H -23.674 -2.974 -43.775 0.06
C -24.328 0.788 -39.073 -0.07
C -25.458 1.442 -39.841 -0.34
O -25.007 1.850 -41.125 -0.08
H -23.529 1.528 -38.994 0.07
H -23.991 -0.126 -39.551 0.06
H -24.604 0.597 -38.034 0.07
H -25.835 2.341 -39.321 0.11
H -26.370 0.837 -39.942 0.08
H -25.768 2.274 -41.542 0.03
C -28.689 -3.683 -48.121 -0.09
C -28.114 -4.049 -46.756 -0.30
O -29.075 -3.995 -45.698 -0.09
H -27.870 -3.566 -48.835 0.07
H -29.199 -2.718 -48.076 0.06
H -29.379 -4.422 -48.531 0.07
H -27.301 -3.351 -46.542 0.09
H -27.742 -5.074 -46.779 0.11
H -29.092 -3.068 -45.425 0.06
O -22.789 -0.077 -44.327 -0.08
H -23.752 -0.040 -44.361 0.00
H -22.577 -1.016 -44.499 0.00
O -27.450 -1.771 -39.201 -0.06
H -27.932 -1.034 -38.815 0.03
H -27.466 -1.601 -40.158 0.00
O -24.348 -2.669 -40.141 -0.05
H -25.173 -2.720 -39.639 0.03
H -24.570 -2.128 -40.910 0.01
O -27.505 2.608 -42.207 -0.05
H -27.317 1.668 -42.369 0.02
H -28.456 2.639 -42.063 0.05
O -28.889 -5.150 -42.693 -0.07
H -29.273 -5.731 -43.357 0.02
H -28.678 -4.341 -43.180 -0.01
O -24.556 -5.036 -42.375 -0.06
H -25.298 -5.445 -42.834 0.03
H -24.862 -4.152 -42.143 -0.02

***

No. 3
55
Properties=species:S:1:pos:R:3:lowdin_charge:R:1 method="wB97M-V/def2-TZVPD" s_squared=0.751 spin_multiplicity=2 molar_mass_g_mol=304.4 charge=-1 largest_force_ha_per_bohr=0.0657 total_energy_ev=-30285.3731
O -21.309 17.990 6.543 -0.06
H -21.008 17.215 6.068 0.05
H -21.607 18.590 5.859 -0.02
O -19.870 19.880 1.418 -0.14
H -20.045 20.684 1.906 -0.03
H -20.090 20.096 0.512 0.01
O -18.908 19.407 6.171 -0.07
H -18.585 19.265 7.060 0.05
H -19.854 19.273 6.235 -0.02
O -18.734 18.383 3.636 -0.09
H -19.544 18.821 3.377 -0.04
H -18.532 18.741 4.500 -0.03
O -21.585 19.272 4.139 -0.10
H -21.127 19.929 4.663 -0.02
H -21.440 19.544 3.233 -0.01
O -23.166 21.320 1.481 -0.18
H -22.232 21.393 1.678 -0.06
H -23.553 22.114 1.848 -0.01
O -21.183 21.573 5.802 -0.14
H -21.716 22.363 5.708 0.02
H -20.766 21.666 6.658 0.02
C -26.054 16.402 4.383 -0.05
C -25.540 17.733 3.802 -0.43
C -26.626 18.471 2.948 -0.17
O -26.547 17.904 1.623 -0.23
C -25.680 18.605 0.709 -0.12
N -25.149 18.629 4.859 0.04
H -25.133 15.896 4.670 0.08
H -26.464 15.890 3.512 0.07
H -26.808 16.552 5.156 0.08
H -24.734 17.645 3.073 0.12
H -26.639 19.558 2.876 0.11
H -27.590 18.132 3.329 0.11
H -25.866 19.679 0.693 0.07
H -25.964 18.300 -0.298 0.08
H -24.614 18.464 0.885 0.07
H -24.154 18.791 4.921 0.05
H -25.478 18.262 5.741 0.06
C -24.112 13.266 -0.769 -0.08
C -24.226 14.397 0.317 -0.40
C -22.840 15.076 0.408 -0.21
O -22.918 16.110 1.408 -0.20
C -21.683 16.837 1.403 -0.12
N -25.197 15.358 -0.213 0.05
H -23.789 13.609 -1.752 0.07
H -24.985 12.616 -0.816 0.07
H -23.356 12.552 -0.442 0.06
H -24.556 13.920 1.240 0.14
H -22.425 15.347 -0.563 0.12
H -22.143 14.436 0.949 0.12
H -20.753 16.408 1.774 0.09
H -21.793 17.875 1.719 0.06
H -21.408 17.078 0.376 0.07
H -24.559 15.874 -0.802 0.06
H -25.407 16.107 0.432 0.03

***

No. 4
19
Properties=species:S:1:pos:R:3:lowdin_charge:R:1 method="wB97M-V/def2-TZVPD" spin_multiplicity=1 molar_mass_g_mol=486.1 charge=+1 largest_force_ha_per_bohr=0.0932 total_energy_ev=-59331.5088
C 3.309 -1.342 0.502 -0.20
C 2.068 -0.573 0.794 -0.79
I 1.744 -0.159 2.802 1.06
C 1.170 -0.224 -0.130 -0.71
I 1.412 -0.824 -2.132 1.00
C -0.019 0.581 0.085 -0.18
C -1.293 0.311 -0.218 -0.15
N -1.804 -0.854 -0.815 0.14
C -2.975 -1.172 -0.715 -0.72
S -4.480 -1.419 -0.972 0.79
C -2.142 1.462 0.100 -0.40
O -3.313 1.590 -0.117 0.13
O -1.351 2.420 0.623 0.19
C -0.031 1.965 0.654 -0.40
O 0.852 2.637 1.013 0.21
H 3.995 -1.319 1.337 0.06
H 3.079 -2.380 0.275 0.09
H 3.822 -0.924 -0.358 0.06
K -4.042 0.225 -2.728 0.82

***

No. 5
23
Properties=species:S:1:pos:R:3:lowdin_charge:R:1 method="wB97M-V/def2-TZVPD" s_squared=3.917 spin_multiplicity=4 molar_mass_g_mol=406.4 charge=+1 largest_force_ha_per_bohr=0.0178 de_lowest_kcal_mol=0.00
Mn -1.095 -0.581 -0.390 0.41
O 3.535 -1.476 2.913 0.16
C 3.918 -1.242 1.663 -0.48
O 5.066 -1.213 1.327 0.15
C 2.850 -1.051 0.627 -0.01
C 3.143 -0.847 -0.711 0.06
N 1.982 -0.707 -1.367 0.07
N 0.940 -0.814 -0.533 -0.03
C 1.456 -1.005 0.681 -0.12
C 0.462 -1.092 1.783 -0.47
O 0.757 -1.283 2.930 0.17
O -0.790 -0.912 1.353 -0.13
H 2.560 -1.513 3.017 0.08
H 4.098 -0.810 -1.205 0.16
H 1.839 -0.572 -2.358 0.18
S -6.258 4.031 -1.658 0.78
C -5.067 2.972 -1.414 -1.42
S -3.397 3.437 -1.194 1.02
C -2.750 1.874 -1.063 -1.06
C -3.681 0.806 -1.139 -1.07
S -3.176 -0.813 -1.008 0.76
S -5.304 1.245 -1.374 1.02
S -1.088 1.568 -0.881 0.77

***

No. 6
92
Properties=species:S:1:pos:R:3:lowdin_charge:R:1 method="wB97M-V/def2-TZVPD" spin_multiplicity=1 molar_mass_g_mol=770.0 charge=-2 largest_force_ha_per_bohr=0.2001 de_lowest_kcal_mol=0.00
O -0.255 2.636 -0.570 0.16
C -0.443 1.523 -0.142 -0.45
O -1.079 0.653 -0.771 0.27
B -0.747 -0.580 -0.121 -0.88
O -0.033 -0.201 1.103 0.28
C 0.038 1.015 1.094 -0.40
O 0.929 1.560 1.789 0.15
O 0.060 -1.483 -0.928 0.29
C -0.514 -2.545 -1.105 -0.44
O 0.009 -3.494 -1.685 0.11
C -1.781 -2.512 -0.427 -0.40
O -1.942 -1.380 0.136 0.29
O -2.595 -3.415 -0.380 0.13
O 4.911 5.451 1.084 0.17
C 3.964 5.477 1.830 -0.46
O 3.011 4.665 1.742 0.23
B 1.832 5.227 2.395 -0.83
O 2.362 6.461 2.953 0.32
C 3.554 6.528 2.702 -0.48
O 4.124 7.610 2.865 0.12
O 0.805 5.524 1.413 0.31
C -0.181 4.783 1.700 -0.39
O -1.140 4.699 0.930 0.13
C 0.103 4.006 2.897 -0.48
O 1.216 4.267 3.338 0.33
O -0.681 3.244 3.431 0.12
O 2.408 -1.670 0.969 -0.04
H 2.289 -2.572 0.574 0.02
H 1.512 -1.300 0.944 0.01
O 0.661 1.298 4.685 -0.04
H 0.096 1.972 4.320 -0.02
H 0.066 0.560 4.667 -0.02
O -3.095 1.855 0.898 -0.01
H -3.777 1.454 1.415 0.03
H -3.166 1.574 -0.031 0.01
O 2.480 -4.838 -2.434 -0.01
H 2.640 -5.511 -3.067 0.05
H 2.098 -5.287 -1.705 0.01
O 1.908 -4.452 0.459 -0.02
H 2.082 -5.359 0.253 0.04
H 0.952 -4.357 0.514 0.02
O -1.796 1.894 -3.000 -0.05
H -1.697 1.431 -3.847 0.09
H -1.094 1.637 -2.362 0.05
O -0.792 -6.073 -2.351 -0.09
H -0.233 -5.293 -2.592 -0.01
H -0.735 -6.028 -1.382 0.02
O -0.183 -3.214 2.019 0.02
H -0.388 -2.473 2.595 0.01
H -0.889 -3.755 2.241 0.02
O -4.794 -0.965 0.124 -0.04
H -4.149 -0.661 -0.538 0.01
H -4.273 -1.298 0.834 0.02
O 3.084 0.595 3.404 -0.06
H 2.147 0.701 3.576 -0.02
H 3.208 0.615 2.473 -0.03
O 2.144 3.761 -0.853 -0.02
H 2.748 3.699 -0.116 0.00
H 1.248 3.593 -0.602 -0.02
O -0.126 -1.190 -4.138 -0.06
H -0.960 -1.145 -3.699 0.01
H 0.362 -0.455 -3.676 -0.01
O -0.523 -1.125 3.969 0.00
H -1.268 -0.626 3.625 0.08
H -0.741 -1.477 4.811 0.06
O -3.827 0.963 -1.695 -0.03
H -4.523 1.540 -1.441 0.05
H -3.175 1.460 -2.168 -0.02
O -4.997 -4.461 0.931 -0.08
H -5.485 -5.020 0.328 0.02
H -4.279 -4.144 0.334 0.00
O 2.381 0.630 -0.871 -0.03
H 2.553 1.177 -0.089 0.02
H 2.730 -0.250 -0.681 0.04
O 0.277 -4.329 -4.505 -0.03
H 0.284 -3.682 -3.841 -0.04
H 1.173 -4.343 -4.834 0.04
O 2.498 -2.231 -2.016 -0.04
H 2.579 -3.129 -2.341 -0.02
H 1.598 -2.110 -1.714 -0.01
O -5.020 -3.216 -1.966 -0.05
H -5.219 -2.847 -1.117 -0.02
H -4.068 -3.254 -1.973 0.01
O -2.374 4.334 -1.725 -0.10
H -2.233 3.543 -2.289 -0.01
H -1.809 4.204 -0.925 0.00
O 3.660 2.058 0.995 -0.04
H 4.578 2.337 0.817 0.10
H 3.441 2.700 1.669 0.04
O 1.046 0.953 -3.094 -0.04
H 1.467 0.841 -2.256 -0.02
H 1.765 1.042 -3.782 0.11

***

No. 7
18
Properties=species:S:1:pos:R:3:lowdin_charge:R:1 method="wB97M-V/def2-TZVPD" spin_multiplicity=1 molar_mass_g_mol=248.5 smiles="CN1C(C#N)=C(Cl)C(Cl)=C(Cl)[C@@H]1C#N" largest_force_ha_per_bohr=0.1368 total_energy_ev=-50393.8437
C -2.106 -0.445 0.152 -0.02
N -0.716 -0.147 -0.197 -0.12
C 0.151 -1.157 -0.285 -0.13
C -0.137 -2.513 -0.529 -0.22
N -0.473 -3.608 -0.719 0.19
C 1.815 -0.727 -0.042 -0.59
Cl 2.989 -1.910 -0.309 0.71
C 2.019 0.618 -0.369 -0.72
Cl 3.584 1.049 -1.026 0.67
C 1.012 1.543 -0.402 -0.65
Cl 1.288 3.156 -0.992 0.70
C -0.288 1.180 0.177 -0.34
C -0.308 1.236 1.597 -0.18
N -0.283 1.416 2.742 0.21
H -2.248 -1.596 -0.077 0.12
H -2.417 -0.076 1.129 0.08
H -2.877 0.009 -0.648 0.14
H -1.006 1.972 -0.199 0.17

***

No. 8
21
Properties=species:S:1:pos:R:3:lowdin_charge:R:1 method="wB97M-V/def2-TZVPD" spin_multiplicity=1 molar_mass_g_mol=487.5 charge=+2 largest_force_ha_per_bohr=0.1701 de_lowest_kcal_mol=0.00
Ta 4.290 9.040 9.085 1.51
O 3.484 7.678 8.398 -0.26
C 4.064 6.669 7.549 0.15
C 5.407 6.701 7.207 -0.11
C 5.893 5.618 6.429 0.12
C 7.171 5.677 5.920 -0.08
C 8.087 6.750 6.118 0.15
C 7.591 7.712 6.940 0.06
C 6.347 7.717 7.529 -0.23
O 6.003 8.734 8.334 -0.17
N 7.653 4.519 5.164 -0.24
O 8.917 4.551 4.836 0.08
O 6.872 3.567 4.833 0.11
H 3.334 5.906 7.284 0.18
H 5.329 4.691 6.321 0.16
H 9.056 6.788 5.603 0.17
H 8.212 8.585 7.181 0.17
Se 4.113 8.665 13.933 1.01
C 4.218 8.833 12.217 -0.80
N 4.280 8.972 11.007 -0.21
Cl 3.234 10.784 8.205 0.24